Molecular formula: C28H21IrN5O6S
Method: DFT, ωB97M-V with the def2-TZVPD basis set

```
62
Properties=species:S:1:pos:R:3
Ir -0.87 -1.52 1.35
O 2.88 -1.94 -0.79
C 1.81 -2.04 -0.21
O 1.41 -1.40 0.80
C 0.79 -3.01 -0.83
C 1.14 -3.91 -1.82
C 0.14 -4.71 -2.35
C -1.16 -4.57 -1.89
C -1.40 -3.66 -0.88
N -0.44 -2.91 -0.37
C -2.81 -3.42 -0.25
O -3.73 -4.05 -0.73
O -2.80 -2.60 0.70
H 2.17 -3.95 -2.14
H 0.38 -5.42 -3.13
H -1.98 -5.15 -2.29
O -0.37 -1.89 3.37
C -0.15 -1.17 4.38
C 0.74 -1.65 5.39
C 0.92 -0.98 6.57
C 0.24 0.21 6.82
C -0.59 0.74 5.86
C -0.78 0.11 4.61
C -1.54 0.80 3.63
N -1.67 0.45 2.38
N -2.29 1.26 1.55
C -2.18 0.97 0.26
O -1.36 0.12 -0.19
C -2.99 1.75 -0.69
C -3.31 1.17 -1.91
C -4.01 1.90 -2.86
C -4.39 3.20 -2.60
C -4.08 3.78 -1.37
C -3.39 3.06 -0.41
H 1.25 -2.58 5.17
H 1.61 -1.38 7.31
H 0.38 0.73 7.75
H -1.10 1.67 6.04
H -1.97 1.75 3.94
H -3.02 0.15 -2.10
H -4.25 1.44 -3.81
H -4.92 3.77 -3.34
H -4.38 4.79 -1.17
H -3.15 3.50 0.55
N 0.32 1.63 -2.23
C 0.82 0.40 -2.44
S -0.22 -0.84 -2.90
N 2.13 0.17 -2.37
C 3.19 1.07 -2.26
C 4.31 0.67 -1.53
C 5.43 1.48 -1.48
C 5.45 2.69 -2.16
C 4.34 3.09 -2.88
C 3.21 2.29 -2.93
H -0.68 1.70 -2.12
H 0.88 2.31 -1.74
H 2.41 -0.80 -2.22
H 4.29 -0.27 -1.01
H 6.30 1.16 -0.93
H 6.34 3.31 -2.14
H 4.36 4.02 -3.43
H 2.36 2.58 -3.53
```

## Properties
- Multiplicity: 6
- LUMO level (spin up / spin down): -0.0180 / -0.1480 Eh
- ⟨S²⟩: 8.77
- Gap between HOMO and LUMO (spin up / spin down): 6.887 / 3.368 eV
- Electronic energy: -62783.06085 eV

Atom charges from the natural (NBO) analysis, given in e for atoms 1 to 6:
1 Ir 1.74
2 O -0.73
3 C 0.75
4 O -0.71
5 C 0.11
6 C -0.23